1.
C4H4N2 | ωB97M-V/def2-TZVPD

As for the HOMO energy: -10.48 eV. The SMILES is C#C.C#C.N#N. Its total energy is -264.20271 Ha. As for the LUMO energy: 1.28 eV. The total charge is 0. Its energy above the lowest of the compared OMol25 structures with the same formula, charge and spin is 77.6 kcal per mole. The value obtained for the orbital gap is 0.4323 Eh.

Each line ends with the Mulliken charge.
Geometry (Å):
1 C 1.76 1.32 0.22  -0.484
2 C 2.15 0.28 -0.25  -0.311
3 N 0.51 -2.43 -0.24  0.027
4 N -0.44 -2.51 0.33  -0.038
5 C -2.35 0.02 0.25  -0.443
6 C -1.62 0.83 -0.27  -0.293
7 H 1.41 2.24 0.64  0.382
8 H 2.49 -0.64 -0.65  0.424
9 H -2.99 -0.70 0.70  0.367
10 H -0.96 1.54 -0.73  0.369

2.
C4H4N2 | ωB97M-V/def2-TZVPD

As for the HOMO energy: -8.04 eV. Its total energy is -264.10819 Ha. As for the LUMO energy: -0.58 eV. The total charge is 0. Its energy above the lowest of the compared OMol25 structures with the same formula, charge and spin is 136.9 kcal per mole. The value obtained for the orbital gap is 0.2743 Eh.

Each line ends with the Mulliken charge.
Geometry (Å):
1 C 1.19 -0.02 -0.52  0.024
2 C 0.41 -1.19 -0.23  -0.106
3 N -0.80 -1.14 0.30  -0.447
4 C -1.20 0.07 0.52  0.494
5 N -1.71 1.12 0.78  -0.301
6 C 0.60 1.17 -0.21  -0.956
7 H 2.19 -0.16 -0.95  0.328
8 H 0.79 -2.19 -0.44  0.382
9 H -2.61 0.25 1.14  0.321
10 H 1.14 2.09 -0.40  0.263

3.
C4H4N2 | ωB97M-V/def2-TZVPD

As for the HOMO energy: -10.30 eV. Its total energy is -264.24625 Ha. As for the LUMO energy: 0.70 eV. The total charge is 0. Its energy above the lowest of the compared OMol25 structures with the same formula, charge and spin is 50.3 kcal per mole. The value obtained for the orbital gap is 0.4044 Eh.

Each line ends with the Mulliken charge.
Geometry (Å):
1 C -0.28 -1.29 0.00  -0.552
2 C 0.87 -0.66 0.24  0.019
3 C 2.14 -1.34 0.21  0.167
4 N 3.17 -1.87 0.18  -0.366
5 C -0.70 2.24 -0.19  -0.223
6 N -1.80 2.63 -0.30  -0.096
7 H -2.73 2.98 -0.38  0.307
8 H -0.33 -2.36 -0.20  0.276
9 H -1.22 -0.74 0.02  0.216
10 H 0.89 0.41 0.42  0.252

4.
C4H4N2 | ωB97M-V/def2-TZVPD

As for the HOMO energy: -9.20 eV. The SMILES is N#CCC=C=N. Its total energy is -264.25013 Ha. As for the LUMO energy: 0.62 eV. The total charge is 0. Its energy above the lowest of the compared OMol25 structures with the same formula, charge and spin is 47.9 kcal per mole. The value obtained for the orbital gap is 0.3609 Eh.

Each line ends with the Mulliken charge.
Geometry (Å):
1 C 1.37 0.56 -0.16  0.430
2 C -1.97 0.04 -0.03  0.307
3 C -0.82 -0.72 0.19  -0.483
4 C 0.46 -0.29 -0.58  -0.565
5 N 2.11 1.43 0.20  -0.396
6 N -2.83 0.75 0.05  -0.389
7 H -0.72 -0.62 1.23  0.264
8 H -1.04 -1.82 -0.02  0.259
9 H 0.55 -0.72 -1.64  0.292
10 H 2.90 1.39 0.76  0.282

5.
C4H4N2 | ωB97M-V/def2-TZVPD

As for the HOMO energy (spin up / spin down): -9.13 / -9.97 eV. Its total energy is -264.14494 Ha. As for the LUMO energy (spin up / spin down): -0.97 / -1.31 eV. The total charge is 0. Its energy above the lowest of the compared OMol25 structures with the same formula, charge and spin is 113.9 kcal per mole. The value obtained for the orbital gap (spin up / spin down) is 0.3002 / 0.3182 Eh.

Each line ends with the Mulliken charge.
Geometry (Å):
1 N -0.42 1.46 0.38  -0.516
2 C 0.69 -0.71 0.10  -0.557
3 C -0.49 0.07 0.23  0.306
4 C -1.50 -0.77 0.22  -0.468
5 C 1.16 -1.17 -1.16  0.469
6 N 1.61 -1.41 -2.20  -0.394
7 H 0.11 1.85 -0.38  0.267
8 H -0.15 1.80 1.29  0.259
9 H 1.47 -0.55 0.85  0.326
10 H -2.47 -0.58 0.70  0.308

6.
C4H4N2 | ωB97M-V/def2-TZVPD

As for the HOMO energy: -8.06 eV. Its total energy is -264.13323 Ha. As for the LUMO energy: 0.75 eV. The total charge is 0. Its energy above the lowest of the compared OMol25 structures with the same formula, charge and spin is 121.2 kcal per mole. The value obtained for the orbital gap is 0.3238 Eh.

Each line ends with the Mulliken charge.
Geometry (Å):
1 C 0.43 -1.12 -0.07  -0.316
2 C -0.16 -0.99 -1.22  -0.208
3 N -1.06 0.69 -1.51  -0.166
4 N -1.09 1.50 -0.66  -0.166
5 C -0.10 1.25 0.97  -0.208
6 C 0.56 0.12 1.06  -0.316
7 H 0.93 -1.97 0.41  0.290
8 H -0.43 -1.44 -2.18  0.400
9 H -0.34 2.21 1.41  0.400
10 H 1.27 -0.25 1.80  0.290